13
Properties=species:S:1:pos:R:3:mulliken_charge:R:1 method="wB97M-V/def2-TZVPD" fmax_ev_per_a=6.9 e_lumo_ev=-0.88 total_energy_ev=-39125.5730
S 1.60684 1.68079 -0.71601 -0.279
S -2.78518 0.04627 -0.22605 -0.255
S 2.52321 -1.31208 0.14605 -0.244
N -1.40313 -0.91586 -0.77113 -0.478
N -0.11081 0.38483 0.76418 -0.198
N 0.86512 -1.21592 -0.58455 -0.351
C -0.27329 -0.58007 -0.31660 0.432
C 0.55055 1.58616 0.51191 0.038
H 0.20022 2.51175 1.11693 0.322
H 1.03000 -1.36798 -1.75985 0.319
H -0.99371 0.18152 1.42841 0.343
H -3.50624 -1.35047 0.70997 0.158
H 2.29640 0.35106 -0.30327 0.193